1.
Here is a 2-piece molecular cluster, C2H9N2O overall in a non-equilibrium geometry from OMol25. Energies are from ωB97M-V/def2-TZVPD.

The geometry in ORCA input format:
```
! RIJCOSX wB97M-V def2-TZVPD def2/J DEFGRID3
* xyz 0 2
O 0.44963 2.51962 1.84947
N 0.12575 -2.57907 -0.98077
N -0.36508 0.97924 -0.24490
C 0.24521 -0.33788 -0.39481
C -0.59592 -1.43037 -0.76921
H -1.65278 -1.34667 -1.11460
H 0.21427 3.18485 2.44172
H 0.13456 1.75769 -0.01514
H -0.91463 1.03702 0.66854
H 1.23058 2.08403 2.19630
H -1.01289 1.12797 -1.02135
H 1.04288 -2.63939 -0.56012
H -0.22834 -3.29396 -1.43486
H 1.36885 -0.26022 -0.39250
*
```

Output
gap between HOMO and LUMO (spin up / spin down): 3.322 / 6.580 eV
HOMO (spin up / spin down): -2.92 / -6.29 eV
<S²>: 0.755
ΔE to the lowest compared entry with this formula, charge and spin: 72.2 kcal per mole
lowest unoccupied orbital energy (spin up / spin down): 0.40 / 0.29 eV



2.
Here is a 2-piece molecular cluster, C2H9N2O overall in a non-equilibrium geometry from OMol25. Energies are from ωB97M-V/def2-TZVPD.

The geometry in ORCA input format:
```
! RIJCOSX wB97M-V def2-TZVPD def2/J DEFGRID3
* xyz 1 1
O -0.15556 2.23469 1.02650
N -1.24957 0.29119 -1.60006
N -0.08250 -0.55909 0.18611
C -0.34557 -0.52603 -1.08183
C 0.87174 -1.46998 0.81323
H 0.14731 -1.28824 -1.67717
H 1.90854 -1.14820 0.72048
H -1.63081 1.05515 -1.05912
H -0.34270 0.19136 0.82387
H -1.25944 0.33937 -2.60839
H 0.48435 2.36486 0.32036
H 0.27179 2.48800 1.82041
H 0.71010 -2.47628 0.44632
H 0.67230 -1.49680 1.86927
*
```

Output
gap between HOMO and LUMO: 11.735 eV
HOMO: -15.30 eV
ΔE to the lowest compared entry with this formula, charge and spin: 17.3 kcal per mole
lowest unoccupied orbital energy: -3.56 eV



3.
Here is a 2-piece molecular cluster, C2H9N2O overall in a non-equilibrium geometry from OMol25. Energies are from ωB97M-V/def2-TZVPD.

The geometry in ORCA input format:
```
! RIJCOSX wB97M-V def2-TZVPD def2/J DEFGRID3
* xyz 1 1
O -2.20339 3.96248 -2.55361
N 0.84081 -1.25148 0.36213
N -0.39209 -1.90287 2.22619
C 0.66425 -1.25958 1.70562
C 1.14482 -0.05028 -0.49845
H -0.27434 -2.58789 3.06983
H 1.44394 -0.52503 -1.46066
H 0.31541 -2.01085 -0.18151
H 0.12844 0.27978 -0.67108
H -2.34740 3.87581 -3.47970
H 1.29065 -0.72535 2.41245
H 1.85629 0.63641 -0.13959
H -1.21730 3.69093 -2.44893
H -1.25010 -2.13208 1.65730
*
```

Output
gap between HOMO and LUMO: 8.971 eV
HOMO: -13.68 eV
ΔE to the lowest compared entry with this formula, charge and spin: 55.2 kcal per mole
lowest unoccupied orbital energy: -4.71 eV



4.
Here is a 2-piece molecular cluster, C2H9N2O overall in a non-equilibrium geometry from OMol25. Energies are from ωB97M-V/def2-TZVPD.

The geometry in ORCA input format:
```
! RIJCOSX wB97M-V def2-TZVPD def2/J DEFGRID3
* xyz 1 1
O -0.92315 0.09250 2.16037
N 1.83472 -0.20070 0.53033
N -0.10448 0.20698 -0.48488
C 1.16676 -0.14792 -0.61977
C -0.99181 -0.05375 -1.62129
H -0.74096 -1.06075 -2.04245
H -1.53169 -0.32956 2.77463
H -1.03703 1.04970 2.18249
H 2.82910 -0.03435 0.51266
H -0.86789 0.67090 -2.41718
H -2.03432 -0.14365 -1.22118
H -0.52747 0.16075 0.45254
H 1.36042 0.02371 1.40554
H 1.56781 -0.23385 -1.61181
*
```

Output
gap between HOMO and LUMO: 11.137 eV
HOMO: -14.98 eV
ΔE to the lowest compared entry with this formula, charge and spin: 22.1 kcal per mole
lowest unoccupied orbital energy: -3.85 eV



5.
Here is an isolated ion of composition C2H9N2O and charge +1 in a non-equilibrium geometry from OMol25. Energies are from ωB97M-V/def2-TZVPD.

The geometry in ORCA input format:
```
! RIJCOSX wB97M-V def2-TZVPD def2/J DEFGRID3
* xyz 1 1
O -0.00148 1.19748 -0.24932
N -1.45778 -0.70690 0.10047
N 0.81224 0.05660 -0.48930
C -1.58461 0.75797 0.03609
C 2.00728 -0.08853 0.33962
H 1.69323 -0.67382 1.28401
H 2.73857 -0.67434 -0.20668
H 0.98037 0.00433 -1.44502
H 2.34701 0.93172 0.81795
H 0.13043 -0.78809 -0.33014
H -2.13394 1.15405 -0.96893
H -1.65180 -1.25197 -0.71679
H -1.78635 1.16709 1.01536
H -2.09317 -1.08558 0.81267
*
```

Output
gap between HOMO and LUMO: 12.369 eV
HOMO: -15.67 eV
SMILES string: C[NH2+]OCN
ΔE to the lowest compared entry with this formula, charge and spin: 101.5 kcal per mole
lowest unoccupied orbital energy: -3.30 eV



6.
Here is a 2-piece molecular cluster, C2H9N2O overall in a non-equilibrium geometry from OMol25. Energies are from ωB97M-V/def2-TZVPD.

The geometry in ORCA input format:
```
! RIJCOSX wB97M-V def2-TZVPD def2/J DEFGRID3
* xyz 1 1
O -1.83226 -0.52303 -0.42551
N 1.48535 -0.26908 -0.66212
N -0.12117 1.46091 0.06873
C 0.74141 -0.50954 0.51319
C -0.28301 0.44306 0.85037
H 2.42320 -0.59235 -0.64138
H 1.47478 -0.61199 1.24559
H 0.72094 1.26604 -0.67349
H -0.58312 2.29706 0.29116
H -2.37595 -1.12833 0.09464
H -1.05304 0.57472 1.71296
H 0.32442 -1.49593 0.49692
H 1.07785 -0.58461 -1.48709
H -1.99939 -0.32692 -1.38398
*
```

Output
gap between HOMO and LUMO: 11.217 eV
HOMO: -14.94 eV
ΔE to the lowest compared entry with this formula, charge and spin: 60.8 kcal per mole
lowest unoccupied orbital energy: -3.72 eV



7.
Here is a 2-piece molecular cluster, C2H9N2O overall in a non-equilibrium geometry from OMol25. Energies are from ωB97M-V/def2-TZVPD.

The geometry in ORCA input format:
```
! RIJCOSX wB97M-V def2-TZVPD def2/J DEFGRID3
* xyz 1 1
O 0.55946 0.75765 -2.29526
N 0.29414 0.01868 0.38404
N -1.54326 -1.24613 -0.54670
C -0.64132 -0.89078 0.42369
C 0.91853 0.42141 1.68521
H 1.36249 0.76702 -2.78605
H -2.40536 -1.44093 -0.04680
H 0.04850 1.56701 -2.25220
H 0.70880 0.46437 -0.41608
H -1.47442 -0.80674 -1.43142
H -0.85937 -1.47900 1.40535
H 1.96365 0.66843 1.37006
H 0.30126 1.45323 1.97636
H 0.76692 -0.25422 2.52981
*
```

Output
gap between HOMO and LUMO: 11.363 eV
HOMO: -15.03 eV
ΔE to the lowest compared entry with this formula, charge and spin: 39.0 kcal per mole
lowest unoccupied orbital energy: -3.67 eV



8.
Here is a 3-piece molecular cluster, C2H9N2O2S overall in a non-equilibrium geometry from OMol25. Energies are from ωB97M-V/def2-TZVPD.

The geometry in ORCA input format:
```
! RIJCOSX wB97M-V def2-TZVPD def2/J DEFGRID3
* xyz 1 1
S -1.46162 0.02084 -1.84144
O -1.89323 1.09094 -0.97923
O -1.45732 -1.24733 -1.13385
N 0.86333 0.28067 -0.31828
N -1.25378 -0.26533 1.29907
C 0.08916 -0.17860 1.90506
C 1.13969 0.18913 0.90239
H 2.52253 0.48121 -4.07086
H 2.12600 0.34665 1.34512
H 0.36001 -1.14794 2.33651
H 1.97972 0.19162 -4.54192
H -1.26382 -0.93095 0.46444
H 0.09473 0.55832 2.71355
H -1.52982 0.63526 0.85966
H -1.95536 -0.55289 1.98392
H 1.63978 0.52841 -0.92414
*
```

Output
gap between HOMO and LUMO: 9.688 eV
HOMO: -15.06 eV
ΔE to the lowest compared entry with this formula, charge and spin: 0.0 kcal per mole
lowest unoccupied orbital energy: -5.37 eV



9.
Here is a 2-piece molecular cluster, C2H9N2OPS2 overall in a non-equilibrium geometry from OMol25. Energies are from ωB97M-V/def2-TZVPD.

The geometry in ORCA input format:
```
! RIJCOSX wB97M-V def2-TZVPD def2/J DEFGRID3
* xyz 0 3
S 1.12609 -0.02182 1.29263
S -1.68032 -2.38659 -0.49977
P 0.49985 1.55534 0.09549
O -0.22350 2.82528 0.84136
N -0.45170 1.00914 -1.15980
N 1.81616 2.25847 -0.56683
C -1.15805 -2.44419 1.17541
C -0.34799 -1.58545 -1.07078
H -1.98501 -2.64667 1.91097
H -0.70390 -1.47879 1.49625
H 0.57889 -1.29748 -0.46849
H -0.32299 -3.23360 1.08008
H -1.39308 1.23056 -0.75699
H 2.41776 1.54526 -0.83550
H -0.09197 -1.54511 -2.19025
H 0.45694 3.38601 1.08590
H 1.46280 2.82964 -1.42969
*
```

Output
gap between HOMO and LUMO (spin up / spin down): 6.589 / 5.977 eV
HOMO (spin up / spin down): -6.12 / -8.68 eV
<S²>: 2.019
lowest unoccupied orbital energy (spin up / spin down): 0.47 / -2.70 eV



10.
Here is a 2-piece molecular cluster, C2H9N2S overall in a non-equilibrium geometry from OMol25. Energies are from ωB97M-V/def2-TZVPD.

The geometry in ORCA input format:
```
! RIJCOSX wB97M-V def2-TZVPD def2/J DEFGRID3
* xyz -1 1
S -1.95350 -0.51661 1.84062
N 1.59744 -0.67980 0.96730
N 1.09988 0.43059 -1.24531
C -2.73913 0.22374 0.23843
C 2.10722 -0.23230 -0.38349
H 0.36715 -0.19481 -1.26474
H 0.77969 1.34791 -0.89621
H 2.96527 0.33316 0.01159
H -3.65298 0.50382 0.55415
H 2.42393 -0.97815 -1.08138
H -2.22652 1.08062 -0.33889
H 0.70660 -1.05353 0.71290
H 1.27808 0.18914 1.44173
H -2.75312 -0.45377 -0.55671
*
```

Output
gap between HOMO and LUMO: 6.490 eV
HOMO: -2.48 eV
ΔE to the lowest compared entry with this formula, charge and spin: 35.0 kcal per mole
lowest unoccupied orbital energy: 4.01 eV



11.
Here is a 2-piece molecular cluster, C2H9N2S overall in a non-equilibrium geometry from OMol25. Energies are from ωB97M-V/def2-TZVPD.

The geometry in ORCA input format:
```
! RIJCOSX wB97M-V def2-TZVPD def2/J DEFGRID3
* xyz -1 1
S -0.24941 0.24771 2.09151
N 0.24356 -0.32098 -1.70469
N -1.68683 0.71384 -0.56366
C -0.55795 0.88254 -1.51351
C 1.15852 -1.03736 1.87857
H -0.80879 1.27472 -2.49277
H 0.19025 1.63107 -1.02596
H -1.63322 1.66832 -0.23063
H 0.95775 -0.29156 -0.99214
H 1.99478 -0.51043 2.39274
H 0.88375 -2.05449 2.22953
H -1.39320 0.20937 0.33553
H -0.43856 -1.01471 -1.24774
H 1.33935 -1.39804 0.84324
*
```

Output
gap between HOMO and LUMO: 7.042 eV
HOMO: -2.75 eV
ΔE to the lowest compared entry with this formula, charge and spin: 35.1 kcal per mole
lowest unoccupied orbital energy: 4.29 eV



12.
Here is a 2-piece molecular cluster, C2H9N2S2 overall in a non-equilibrium geometry from OMol25. Energies are from ωB97M-V/def2-TZVPD.

The geometry in ORCA input format:
```
! RIJCOSX wB97M-V def2-TZVPD def2/J DEFGRID3
* xyz 1 1
S 2.47318 -0.60357 -0.45954
S 1.26488 2.07501 0.36428
N -0.97410 -0.18043 -1.51751
N -1.05676 0.20730 0.98374
C 0.25535 -0.31252 1.20738
C 1.23260 0.34890 0.38218
H -1.64969 -0.58831 1.29039
H 2.95763 0.48396 -1.00128
H -1.02495 0.04277 -0.39388
H -0.20927 -0.12672 -2.07526
H -1.38872 -1.13254 -1.75283
H -1.49563 0.51805 -1.89287
H -1.12916 0.94824 1.65514
H 0.55839 -0.30417 2.26749
H 0.18626 -1.37597 0.94258
*
```

Output
gap between HOMO and LUMO: 8.191 eV
HOMO: -12.66 eV
ΔE to the lowest compared entry with this formula, charge and spin: 43.0 kcal per mole
lowest unoccupied orbital energy: -4.47 eV



13.
Here is a 2-piece molecular cluster, C2H9N3 overall in a non-equilibrium geometry from OMol25. Energies are from ωB97M-V/def2-TZVPD.

The geometry in ORCA input format:
```
! RIJCOSX wB97M-V def2-TZVPD def2/J DEFGRID3
* xyz 0 1
N 2.41647 -0.12467 0.63849
N 2.88980 -1.80919 -1.13275
N -4.10722 1.98147 1.07307
C -5.07953 1.29578 0.63579
C 2.24243 -0.56159 -0.74482
H 2.88768 0.76887 0.75656
H 3.85529 -1.84273 -0.81377
H 2.98566 -0.72379 1.21594
H -5.75253 0.83767 1.35743
H 2.47295 -2.57778 -0.60278
H -3.35000 2.03813 0.39146
H -5.20920 1.23446 -0.45269
H 2.57851 0.19515 -1.44371
H 1.16968 -0.71178 -0.87821
*
```

Output
gap between HOMO and LUMO: 10.173 eV
HOMO: -9.09 eV
SMILES string: C=N.NCN
ΔE to the lowest compared entry with this formula, charge and spin: 42.0 kcal per mole
lowest unoccupied orbital energy: 1.08 eV



14.
Here is a 2-piece molecular cluster, C2H9N3O overall in a non-equilibrium geometry from OMol25. Energies are from ωB97M-V/def2-TZVPD.

The geometry in ORCA input format:
```
! RIJCOSX wB97M-V def2-TZVPD def2/J DEFGRID3
* xyz 0 1
O -0.83285 -3.36342 4.06628
N -2.96352 -2.79042 3.47357
N 2.21353 2.63900 -2.84818
N 1.07754 0.54920 -2.35975
C -1.60308 -2.49393 3.62563
C 1.14531 1.94755 -1.97435
H 0.28309 2.58722 -2.26544
H 0.62818 0.20850 -3.12397
H 1.38012 1.84683 -0.90883
H 1.85627 0.04725 -2.17139
H -3.57485 -2.24798 2.84083
H 1.86473 3.32917 -3.50449
H -3.19368 -3.76319 3.68273
H -1.15683 -1.50770 3.64183
H 2.87603 3.01192 -2.17447
*
```

Output
gap between HOMO and LUMO: 9.785 eV
HOMO: -8.86 eV
SMILES string: NC=O.NCN
ΔE to the lowest compared entry with this formula, charge and spin: 43.4 kcal per mole
lowest unoccupied orbital energy: 0.92 eV



15.
Here is a 2-piece molecular cluster, C2H9N3O overall in a non-equilibrium geometry from OMol25. Energies are from ωB97M-V/def2-TZVPD.

The geometry in ORCA input format:
```
! RIJCOSX wB97M-V def2-TZVPD def2/J DEFGRID3
* xyz 0 1
O 2.68313 1.37571 -0.31285
N -2.02521 -0.44927 1.12974
N 2.59547 -0.88222 -0.32667
N -1.20472 0.94049 -0.80306
C 2.32480 0.33797 0.20219
C -1.28585 -0.33934 -0.14353
H -1.85268 0.41558 1.63522
H 2.90921 -0.91335 -1.28605
H 1.62448 0.34060 1.05309
H -0.68949 1.62210 -0.25321
H -3.01834 -0.35115 0.91689
H -1.75896 -1.00382 -0.87328
H -2.10668 1.39022 -0.92955
H 2.10687 -1.71470 -0.04395
H -0.30204 -0.76882 0.03503
*
```

Output
gap between HOMO and LUMO: 10.246 eV
HOMO: -9.34 eV
SMILES string: NC=O.NCN
ΔE to the lowest compared entry with this formula, charge and spin: 17.4 kcal per mole
lowest unoccupied orbital energy: 0.91 eV



16.
Here is an isolated ion of composition C2H9N4 and charge +1 in a non-equilibrium geometry from OMol25. Energies are from ωB97M-V/def2-TZVPD.

The geometry in ORCA input format:
```
! RIJCOSX wB97M-V def2-TZVPD def2/J DEFGRID3
* xyz 1 1
N -0.08597 -0.69228 0.86623
N -1.77433 0.00451 -0.95346
N 0.20923 1.24944 -0.51940
N 0.81667 0.11144 1.61941
C -0.47110 -0.02635 -0.41600
C 0.52128 -1.24165 -0.30283
H -0.41282 2.06572 -0.71631
H 1.71863 -0.33213 2.04464
H 0.21507 -2.34315 -0.47917
H 1.66531 -1.08194 -0.49415
H 0.81412 1.17160 -1.30308
H -2.04099 0.53690 -1.76160
H 0.80021 1.13058 0.99802
H -2.24959 -0.87215 -1.00730
H 0.27429 0.31945 2.42501
*
```

Output
gap between HOMO and LUMO: 10.163 eV
HOMO: -13.40 eV
SMILES string: NC1(N)CN1[NH3+]
ΔE to the lowest compared entry with this formula, charge and spin: 87.8 kcal per mole
lowest unoccupied orbital energy: -3.24 eV



17.
Here is a 3-piece molecular cluster, C2H9N4 overall in a non-equilibrium geometry from OMol25. Energies are from ωB97M-V/def2-TZVPD.

The geometry in ORCA input format:
```
! RIJCOSX wB97M-V def2-TZVPD def2/J DEFGRID3
* xyz 1 1
N 0.03992 -0.68980 -0.05320
N -0.03188 1.42740 0.79822
N -2.78271 -0.36185 -0.42557
N 3.39972 -0.59998 -0.80875
C 3.15133 -0.03921 0.21138
C 0.58483 0.31178 0.52859
H 3.52236 0.75983 0.90062
H -3.18281 0.49703 -0.14900
H -3.24050 -1.00310 0.12040
H -1.09528 1.45340 0.84498
H 0.48312 2.12645 1.34497
H -3.14736 -0.48605 -1.35222
H 0.59897 -1.49719 -0.44687
H 2.65518 -1.17754 -1.21811
H -0.95489 -0.72116 -0.29543
*
```

Output
gap between HOMO and LUMO (spin up / spin down): 8.205 / 8.201 eV
HOMO (spin up / spin down): -13.05 / -13.04 eV
ΔE to the lowest compared entry with this formula, charge and spin: 93.0 kcal per mole
lowest unoccupied orbital energy (spin up / spin down): -4.84 / -4.84 eV



18.
Here is an isolated ion of composition C2H9N4O and charge +1 in a non-equilibrium geometry from OMol25. Energies are from ωB97M-V/def2-TZVPD.

The geometry in ORCA input format:
```
! RIJCOSX wB97M-V def2-TZVPD def2/J DEFGRID3
* xyz 1 1
O -2.74320 0.03815 0.14084
N 2.22887 -0.87434 -0.22975
N 1.53148 0.23253 0.36306
N -0.46322 1.64864 -0.07170
N -0.72374 -0.92588 0.01801
C 0.35693 0.49058 -0.29186
C -1.99270 -0.94516 0.09466
H -2.43810 -1.86249 0.27128
H 1.82655 0.35196 1.27355
H -0.41570 2.41501 -0.74338
H 0.29263 0.45349 -1.38711
H -2.20046 0.95614 0.03349
H -0.30743 1.91910 0.86590
H -0.30598 -1.82591 0.04248
H 2.88168 -0.61775 -0.92590
H 2.47237 -1.45407 0.54641
*
```

Output
gap between HOMO and LUMO: 10.587 eV
HOMO: -13.58 eV
SMILES string: NN[C@H](N)/[NH+]=C\O
ΔE to the lowest compared entry with this formula, charge and spin: 90.6 kcal per mole
lowest unoccupied orbital energy: -3.00 eV